A molecular structure, C27H29N2O6RuS. Source: the OMol25 dataset; level of theory: ωB97M-V/def2-TZVPD.

Structure (ORCA input):
```
! RIJCOSX wB97M-V def2-TZVPD def2/J DEFGRID3
* xyz 2 2
Ru 0.1746 -0.3167 -0.6867
S -1.7303 2.0275 -1.1216
O 3.0630 1.6790 -2.4924
O 1.2873 1.1157 -1.2621
O -0.9253 -2.3762 -1.2456
O -0.8794 -4.0878 -2.6974
O -1.3285 0.8014 -0.1761
O 0.4244 -0.5673 1.2379
N 1.0118 -1.1431 -2.4494
N 1.5193 -1.1486 3.0805
C -2.4046 4.0179 -5.0691
C -2.0131 3.0855 -4.1224
C 1.8382 0.2348 3.5186
C -5.3271 -0.0668 1.1088
C 3.2487 0.5305 3.0001
C -4.2143 0.7365 0.9150
C -6.5125 0.2096 0.4397
C -3.1008 2.7187 -0.1653
C -5.4760 2.1015 -0.6159
C -2.9600 2.2546 -3.5255
C 1.3697 -2.8546 -4.0411
C -4.2823 1.8196 0.0406
C 3.4906 0.1798 1.5151
C 3.6104 -1.3286 1.1613
C 0.6876 -2.3338 -2.9653
C 2.7487 -0.8689 -4.0258
C -4.6866 3.2924 -4.8375
C 2.4195 -2.0991 -4.5745
C -0.4576 -2.9486 -2.2181
C -6.5892 1.2977 -0.4169
C -2.5279 1.2232 -2.5182
C 2.2700 -2.1313 1.0158
C 2.0064 -0.4152 -2.9459
C -4.2984 2.3620 -3.8836
C 2.2073 0.8991 -2.2211
C 1.2942 -1.3121 1.7841
C -3.7425 4.1190 -5.4284
H 3.4595 1.5897 3.1544
H -1.6187 -4.4313 -2.1659
H 2.1379 -1.8414 3.4831
H 1.9587 -2.2267 -0.0262
H -5.2771 -0.8977 1.7997
H -3.3475 3.6306 -0.7141
H 2.7368 0.6701 0.8903
H -3.2969 0.5294 1.4505
H -5.5432 2.9673 -1.2639
H 3.9713 -0.0213 3.6088
H 4.2213 -1.8140 1.9234
H 4.1564 -1.4263 0.2229
H 1.7827 0.2797 4.6025
H 4.4388 0.6364 1.2320
H -0.9668 3.0114 -3.8424
H -5.7279 3.3696 -5.1197
H -5.0335 1.7082 -3.4311
H -7.3826 -0.4123 0.6021
H -4.0471 4.8387 -6.1763
H -7.5194 1.5314 -0.9173
H 1.0859 0.9016 3.1063
H -3.3382 0.6028 -2.1327
H 2.3616 -3.1371 1.4250
H 1.0987 -3.8181 -4.4496
H -2.6079 3.0024 0.7671
H -1.6684 4.6632 -5.5288
H 3.5520 -0.2544 -4.4097
H -1.7370 0.5800 -2.9184
H 2.9758 -2.4821 -5.4197
*
```

Kohn-Sham gap (alpha / beta) = 6.21 / 6.48 eV
⟨S²⟩ = 0.78
HOMO level (alpha / beta) = -13.9605 / -13.9644 eV

Atom charges from the Löwdin analysis, given in e for atoms 1 to 5: number 1, Ru, carries 1.4738; number 2, S, carries 1.1037; number 3, O, carries 0.1894; number 4, O, carries -0.2012; number 5, O, carries 0.0434